(1)
24
Properties=species:S:1:pos:R:3:forces:R:3 method="wB97M-V/def2-TZVPD" orbital_gap_ha=0.3633 charge=0 e_above_lowest_kj_mol=102.85 multiplicity=1 total_energy_ev=-11481.905
C -2.600 -0.175 -0.811 -1.268 -0.522 0.245
C -1.241 0.265 -1.412 -2.679 0.218 1.274
N -0.224 0.226 -0.354 -1.025 1.790 0.117
C 1.094 0.313 -0.964 0.577 -0.880 1.842
C 2.262 0.395 0.051 -0.095 -1.420 0.330
N 2.906 1.639 0.453 -0.007 -0.381 -0.714
H -2.699 -1.228 -0.514 0.511 0.203 -0.057
H -2.982 0.390 0.064 0.914 0.040 -0.194
H -3.446 -0.035 -1.492 0.338 0.093 -0.506
H -1.012 -0.391 -2.245 0.375 -0.034 -0.034
H -1.554 1.262 -1.796 1.227 -0.137 -0.102
H -0.449 1.030 0.293 0.653 -1.059 -0.904
H 1.140 -0.668 -1.434 0.567 0.027 -0.400
H 1.251 1.061 -1.709 -0.290 0.884 -0.738
H 2.972 -0.294 -0.394 0.951 0.508 -0.390
H 2.055 -0.239 0.926 -0.532 0.730 0.099
H 3.171 2.173 -0.363 0.061 0.159 0.048
H 2.430 2.243 1.103 -0.423 -0.292 0.027
O -1.295 -2.527 1.033 -0.243 0.125 0.842
H -1.339 -3.378 0.595 0.271 0.171 -0.375
H -0.870 -1.849 0.495 0.159 -0.189 -0.431
O 0.432 0.154 2.724 0.114 0.276 -0.065
H -0.206 -0.258 2.131 -0.003 -0.193 0.134
H 0.204 -0.110 3.619 -0.152 -0.117 -0.049

---

(2)
27
Properties=species:S:1:pos:R:3:forces:R:3 method="wB97M-V/def2-TZVPD" orbital_gap_ha=0.3387 charge=0 e_above_lowest_kj_mol=192.74 multiplicity=1 total_energy_ev=-17624.724
N -2.481 1.189 -1.201 -1.322 0.180 -0.543
C -1.944 1.739 -0.001 2.552 2.060 -1.099
C -0.327 1.996 -0.091 -0.402 -1.505 -1.214
C 0.514 0.676 -0.155 0.889 2.126 3.308
N 1.896 0.814 -0.680 -0.958 -0.956 -0.972
C 0.602 0.220 1.313 0.112 -1.187 -0.402
O -0.337 0.193 2.065 0.332 0.156 -0.123
O 1.773 -0.354 1.671 -0.521 -0.112 1.372
H -2.481 1.829 -1.982 0.085 0.057 0.223
H -2.213 0.309 -1.545 0.640 -1.251 0.039
H -2.263 2.796 -0.147 -0.398 -0.613 1.434
H -2.221 1.205 0.938 0.163 0.721 -0.862
H 0.059 2.412 -1.023 -1.280 0.465 -0.702
H 0.019 2.759 0.590 0.145 -0.326 1.049
H -0.067 -0.088 -0.619 -0.080 -0.310 -0.596
H 2.336 1.689 -0.427 -0.264 0.170 -0.103
H 1.852 0.687 -1.710 0.290 0.440 1.099
H 2.503 -0.118 1.103 0.148 0.296 -0.968
O 0.448 -0.122 -2.717 -0.081 -0.108 0.151
H 0.454 -0.988 -2.298 0.123 -0.366 0.129
H 0.228 -0.311 -3.613 -0.206 -0.088 -1.150
O 1.278 -2.569 -0.690 -0.365 -0.353 0.454
H 1.105 -3.043 0.142 -0.207 -0.200 -0.452
H 1.633 -1.760 -0.331 0.519 0.725 -0.039
O -1.500 -2.754 1.511 0.534 -1.450 -0.570
H -1.372 -2.085 0.850 -0.103 0.664 -0.081
H -1.938 -2.385 2.260 -0.346 0.765 0.617

---

(3)
23
Properties=species:S:1:pos:R:3:forces:R:3 method="wB97M-V/def2-TZVPD" orbital_gap_ha=0.4606 charge=+1 e_above_lowest_kj_mol=27.60 multiplicity=1 total_energy_ev=-9987.095
C -1.068 1.512 -0.007 -1.296 1.091 -0.811
C -0.306 0.460 0.726 0.793 -0.105 -0.315
C 1.051 0.935 1.256 -0.218 -0.091 -0.391
C 1.971 -0.169 1.807 -0.640 0.794 -0.267
N -0.056 -0.727 -0.208 0.588 0.997 0.181
H -1.301 2.369 0.626 0.101 -0.192 0.298
H -0.635 1.975 -0.896 0.850 -0.340 0.121
H -2.036 1.182 -0.400 -0.011 -0.378 0.421
H -0.918 0.044 1.525 0.000 0.005 0.092
H 0.834 1.683 2.018 0.030 -0.087 0.161
H 1.557 1.486 0.458 -0.003 -0.049 -0.048
H 2.733 0.365 2.364 0.203 -0.479 0.289
H 2.458 -0.751 1.025 0.033 0.006 -0.065
H 1.382 -0.832 2.437 0.275 -0.100 0.365
H 0.350 -1.449 0.387 -0.664 -0.550 -0.397
H 0.700 -0.511 -0.894 -0.274 0.210 -0.010
H -0.935 -0.921 -0.703 0.117 -0.722 0.375
H 2.688 0.333 -2.373 0.642 0.637 -0.212
H 1.637 -0.562 -3.026 0.019 -0.069 -0.533
O 2.040 -0.332 -2.193 -0.794 -0.605 0.774
H -3.735 -1.537 -1.417 -0.421 -0.224 -0.312
H -3.961 -1.430 0.119 0.368 0.091 -0.709
O -3.343 -1.222 -0.609 0.304 0.161 0.992

---

(4)
23
Properties=species:S:1:pos:R:3:forces:R:3 method="wB97M-V/def2-TZVPD" orbital_gap_ha=0.2068 charge=+1 e_above_lowest_kj_mol=1365.37 multiplicity=1 total_energy_ev=-9973.230
C 1.385 -0.201 0.755 1.405 0.142 2.794
C 1.032 -0.095 -0.641 -2.435 -2.542 -0.907
C 1.179 -1.339 -1.521 0.820 -0.387 0.333
C 0.552 1.154 -1.326 1.006 -0.053 0.174
N 0.609 0.577 1.719 2.214 -0.472 -0.099
H 2.447 0.273 0.721 -0.807 -0.896 0.151
H 1.469 -1.265 1.254 0.390 1.577 -1.658
H -0.378 -0.009 -0.276 -0.518 -0.308 0.277
H 1.189 -2.316 -0.967 -0.305 1.134 -0.224
H 2.166 -1.363 -2.028 -0.288 0.394 0.074
H 0.424 -1.360 -2.322 0.225 0.119 0.356
H 1.564 1.577 -1.409 0.417 0.835 0.399
H 0.312 1.007 -2.359 -0.593 -0.477 -0.382
H -0.175 1.796 -0.819 0.483 0.161 0.003
H -1.238 -2.964 -0.953 0.077 -2.361 3.729
H -0.266 0.072 1.831 -0.926 -0.024 0.470
H 1.172 0.622 2.606 -1.065 0.194 -1.115
H -2.633 1.783 -0.594 -0.654 -0.190 0.607
H -1.190 -3.762 0.312 -0.116 2.325 -3.702
O -1.894 1.187 -0.507 1.396 -1.212 0.831
H -2.330 -1.357 1.542 0.854 0.520 -0.600
H -1.799 0.579 0.351 -2.055 1.327 -0.997
O -1.772 -0.556 1.398 0.474 0.196 -0.516

---

(5)
23
Properties=species:S:1:pos:R:3:forces:R:3 method="wB97M-V/def2-TZVPD" orbital_gap_ha=0.4521 charge=+1 e_above_lowest_kj_mol=179.77 multiplicity=1 total_energy_ev=-9985.518
C -0.603 -2.118 0.249 -2.486 -2.547 0.594
C -1.246 -0.746 0.044 -0.317 -0.615 -0.735
N -0.055 0.234 -0.169 0.589 -0.221 0.771
C -0.071 1.317 -1.190 -0.231 -0.639 -1.268
C -2.339 -0.750 -1.077 1.551 1.496 0.060
H 0.266 -2.582 -0.211 0.541 1.254 -0.408
H -1.362 -2.889 -0.069 0.387 0.822 0.057
H -0.596 -2.398 1.294 0.614 0.374 0.495
H -1.864 -0.480 0.929 1.299 0.154 -0.134
H 0.246 0.710 0.741 -1.270 -0.216 -0.662
H 0.825 -0.322 -0.267 -0.909 0.016 -0.510
H 0.762 1.165 -1.908 0.188 0.784 1.099
H -0.859 1.263 -1.936 -0.635 -0.513 0.490
H -0.255 2.253 -0.688 0.806 0.473 -0.059
H -3.174 -0.123 -0.785 -0.286 -0.239 0.069
H -2.619 -1.713 -1.426 -0.398 -0.909 0.359
H -1.945 -0.290 -1.965 0.169 0.236 -0.560
H 0.507 2.468 2.425 0.016 0.394 0.255
H 1.611 1.433 2.042 0.197 0.211 0.329
O 0.674 1.639 1.984 0.133 -0.483 -0.216
H 3.637 -0.149 0.333 0.266 0.493 -0.228
H 2.687 0.850 -0.523 0.977 0.192 0.135
O 2.803 -0.013 -0.120 -1.200 -0.517 0.065

---

(6)
24
Properties=species:S:1:pos:R:3:forces:R:3 method="wB97M-V/def2-TZVPD" orbital_gap_ha=0.3514 charge=+1 e_above_lowest_kj_mol=232.00 multiplicity=1 total_energy_ev=-12032.228
C -0.002 0.607 -0.033 3.632 3.187 1.202
C 0.728 -0.627 -0.189 3.791 -2.516 -0.383
C 0.285 -1.679 -1.155 -2.422 -2.176 1.492
C 0.494 -1.283 -2.557 -0.672 1.040 -4.679
O 1.421 -2.164 -3.183 0.008 -1.866 0.627
N -0.813 0.627 1.181 0.991 1.870 2.626
H -0.568 0.921 -0.845 -1.233 0.427 -1.464
H 0.836 1.394 0.103 -1.627 -0.839 -0.125
H 1.814 -0.496 -0.614 -1.810 0.578 1.102
H 0.921 -1.034 0.821 -0.084 -0.103 -0.364
H -0.769 -2.086 -1.015 0.871 0.875 0.049
H 0.870 -2.605 -0.916 -0.138 0.859 -0.420
H -0.411 -1.275 -3.333 1.025 -0.089 2.280
H 0.892 -0.219 -2.751 -0.205 -1.491 0.816
H 1.162 -3.109 -2.919 0.579 2.082 -0.753
H -1.750 0.576 0.845 -1.341 -0.912 0.785
H -0.807 1.579 1.687 0.019 -1.489 -1.374
H -0.423 0.030 1.974 -1.099 0.294 -1.564
H 1.390 2.046 3.383 0.316 -0.630 0.445
H 1.408 0.484 3.787 0.695 0.154 0.647
O 1.014 1.165 3.255 -1.001 0.420 -1.071
H -2.848 3.340 1.182 -0.204 1.520 -1.011
H -2.955 2.463 2.327 0.055 -0.515 -0.591
O -2.698 2.436 1.380 -0.147 -0.678 1.729